one:
The following is a DFT calculation (ωB97M-V/def2-TZVPD) of 3 unconnected molecules or ions with the total composition C5H15N2O.

HOMO (spin up / spin down) ... -19.27 / -18.64 eV
<S²> ... 0.757
Total charge ... +2
Multiplicity ... 2
Orbital gap (spin up / spin down) ... 8.4 / 7.2 eV

Cartesian coordinates (Å):
C1 1.535 1.009 2.667
C2 0.485 0.027 2.275
C3 -0.805 0.351 1.831
C4 -1.212 1.616 1.423
N1 -0.861 -2.582 -2.282
C5 -0.455 -1.200 -1.929
N2 0.970 -1.186 -2.031
H1 1.901 1.648 1.862
H2 2.384 0.454 3.074
H3 1.162 1.606 3.511
H4 0.562 -1.021 2.559
H5 -0.343 -3.280 -1.728
H6 -0.772 -0.937 -0.919
H7 -1.414 -0.542 1.673
H8 -0.536 2.334 1.907
H9 -2.210 2.016 1.245
H10 -0.546 -2.808 -3.238
H11 -0.948 -0.510 -2.610
H12 1.257 -0.271 -2.384
H13 1.387 -1.250 -1.106
H14 -0.048 2.613 -1.448
H15 -0.258 1.707 -0.218
O1 0.004 1.690 -1.155

two:
The following is a DFT calculation (ωB97M-V/def2-TZVPD) of 2 unconnected molecules or ions with the total composition C5H15N2O.

HOMO (spin up / spin down) ... -18.69 / -18.69 eV
<S²> ... 0.771
Total charge ... +2
Multiplicity ... 2
Orbital gap (spin up / spin down) ... 11.1 / 7.5 eV

Cartesian coordinates (Å):
C1 -1.221 -0.880 -0.065
C2 -0.559 0.217 -0.951
C3 0.164 1.326 -0.242
C4 -0.197 2.656 -0.337
C5 2.210 0.159 0.489
N1 1.007 0.979 0.762
N2 -1.932 -0.235 1.122
H1 -0.445 -1.548 0.269
H2 -2.024 -1.331 -0.631
H3 0.169 -0.276 -1.594
H4 -1.327 0.565 -1.642
H5 0.333 3.443 0.195
H6 -0.787 3.010 -1.176
H7 3.035 0.857 0.417
H8 2.113 -0.413 -0.426
H9 2.425 -0.583 1.259
H10 1.251 1.734 1.402
H11 -2.736 0.319 0.817
H12 -2.260 -0.925 1.807
H13 -1.295 0.394 1.616
H14 0.604 -3.150 -1.797
H15 1.017 -3.470 -0.405
O1 0.456 -2.846 -0.888

three:
The following is a DFT calculation (ωB97M-V/def2-TZVPD) of 2 unconnected molecules or ions with the total composition C5H15N2O.

HOMO (spin up / spin down) ... -17.05 / -17.05 eV
<S²> ... 0.754
Total charge ... +2
Multiplicity ... 2
Orbital gap (spin up / spin down) ... 10.2 / 5.3 eV

Cartesian coordinates (Å):
C1 -1.527 0.080 -1.606
C2 -0.176 0.814 -1.341
C3 0.357 0.631 0.105
C4 1.171 -0.587 0.390
C5 0.970 -1.420 1.400
N1 2.514 -0.681 -0.293
N2 -0.373 2.189 -1.715
H1 -2.316 0.498 -0.974
H2 -1.363 -0.985 -1.433
H3 -1.858 0.222 -2.637
H4 0.520 0.428 -2.100
H5 0.797 1.564 0.465
H6 -0.524 0.538 0.736
H7 1.762 -2.038 1.814
H8 -0.050 -1.525 1.750
H9 3.030 0.203 -0.245
H10 2.420 -0.890 -1.289
H11 3.082 -1.427 0.114
H12 -0.369 2.390 -2.714
H13 -1.049 2.705 -1.144
H14 -2.817 -1.513 3.473
H15 -2.048 -0.340 4.027
O1 -2.154 -0.857 3.215

four:
The following is a DFT calculation (ωB97M-V/def2-TZVPD) of 2 unconnected molecules or ions with the total composition C5H15N2O.

HOMO (spin up / spin down) ... -18.77 / -18.72 eV
<S²> ... 0.757
Total charge ... +2
Multiplicity ... 2
Orbital gap (spin up / spin down) ... 12.0 / 5.6 eV

Cartesian coordinates (Å):
C1 1.626 -2.454 0.806
C2 1.188 -1.065 0.368
C3 0.077 -0.677 1.392
C4 -0.510 0.554 0.878
C5 -1.723 0.850 0.423
N1 -1.759 2.222 -0.219
N2 0.884 -1.042 -1.094
H1 0.905 -3.209 0.528
H2 2.595 -2.750 0.413
H3 1.678 -2.358 1.911
H4 2.036 -0.256 0.238
H5 -0.661 -1.515 1.512
H6 0.543 -0.580 2.407
H7 0.235 1.432 0.912
H8 -2.609 0.269 0.429
H9 -0.930 2.846 -0.049
H10 -1.840 2.180 -1.266
H11 -2.736 2.617 0.211
H12 0.168 -1.714 -1.209
H13 1.630 -1.213 -1.707
H14 0.429 1.288 -2.600
H15 0.388 0.475 -1.336
O1 0.043 1.373 -1.801

Which structure is the most stable? The one labeled two.

one:
The following is a DFT calculation (ωB97M-V/def2-TZVPD) of a gas-phase ion, C5H15N2O (charge +2).

HOMO (spin up / spin down) ... -19.10 / -19.07 eV
<S²> ... 0.754
Total charge ... +2
Multiplicity ... 2
Orbital gap (spin up / spin down) ... 11.7 / 5.8 eV

Cartesian coordinates (Å):
C1 -1.349 0.277 -1.244
N1 0.096 0.534 -1.341
C2 0.848 -0.624 -0.990
C3 0.707 -1.089 0.409
C4 1.543 -2.281 0.976
O1 0.645 0.070 1.323
C5 -1.824 0.891 0.102
N2 -0.806 1.972 0.561
H1 -1.681 -0.796 -1.304
H2 -1.717 0.749 -2.183
H3 0.377 0.780 -2.309
H4 0.628 -1.427 -1.820
H5 2.004 -0.373 -1.339
H6 -0.370 -1.294 0.636
H7 2.604 -2.309 0.457
H8 1.809 -1.960 2.061
H9 1.215 -3.316 1.122
H10 1.317 0.752 1.132
H11 -1.673 0.028 0.815
H12 -2.734 1.347 0.131
H13 -1.030 2.988 0.307
H14 0.106 1.919 0.201
H15 -0.587 1.773 1.459

two:
The following is a DFT calculation (ωB97M-V/def2-TZVPD) of 2 unconnected molecules or ions with the total composition C5H15N2O.

HOMO (spin up / spin down) ... -19.23 / -19.23 eV
<S²> ... 0.767
Total charge ... +2
Multiplicity ... 2
Orbital gap (spin up / spin down) ... 11.6 / 7.1 eV

Cartesian coordinates (Å):
C1 0.937 -1.206 0.060
C2 -0.475 -1.148 0.696
C3 -1.411 0.121 0.437
N1 1.105 2.730 1.708
C4 0.247 1.530 1.578
C5 -0.650 1.346 0.692
N2 0.986 -0.390 -1.218
H1 1.221 -2.254 -0.155
H2 1.667 -0.888 0.806
H3 -0.895 -2.140 0.527
H4 -0.466 -1.110 1.804
H5 -2.335 -0.003 1.156
H6 -1.822 0.014 -0.480
H7 1.096 3.432 1.127
H8 1.101 3.127 2.703
H9 0.920 0.760 1.962
H10 -0.999 2.132 0.130
H11 0.825 0.708 -1.022
H12 1.860 -0.464 -1.710
H13 0.163 -0.464 -1.889
H14 -1.687 -1.711 -2.620
H15 -0.638 -2.385 -3.469
O1 -0.750 -1.737 -2.824

Which structure is the most stable? The one labeled two.

one:
The following is a DFT calculation (ωB97M-V/def2-TZVPD) of C21H24ClNO3 in the gas phase.

Structure (SMILES) ... CC(C)(C)c1ccc([C@H](CC(=O)O)NC(=O)Cc2ccc(Cl)cc2)cc1
HOMO ... -8.98 eV
Orbital gap ... 9.6 eV

Cartesian coordinates (Å):
C1 -1.690 4.215 2.443
H1 -1.458 4.553 1.437
H2 -2.012 5.075 3.025
H3 -2.517 3.510 2.383
C2 -0.475 3.552 3.107
C3 -0.062 2.337 2.291
C4 -0.013 1.053 2.817
C5 0.374 -0.026 2.039
C6 0.728 0.144 0.710
C7 0.680 1.424 0.173
C8 0.291 2.495 0.952
H4 0.268 3.475 0.500
H5 0.945 1.582 -0.861
C9 1.159 -1.038 -0.130
N1 0.292 -1.214 -1.290
C10 0.424 -0.637 -2.497
O1 1.229 0.232 -2.769
C11 -0.585 -1.123 -3.541
C12 -1.190 -2.466 -3.269
C13 -2.556 -2.608 -3.053
C14 -3.113 -3.851 -2.806
C15 -2.293 -4.966 -2.770
C16 -0.927 -4.848 -2.975
C17 -0.384 -3.602 -3.225
H6 0.682 -3.506 -3.365
H7 -0.296 -5.722 -2.939
Cl1 -2.982 -6.523 -2.461
H8 -4.174 -3.954 -2.644
H9 -3.197 -1.739 -3.081
H10 -1.363 -0.359 -3.610
H11 -0.053 -1.132 -4.496
H12 -0.400 -1.942 -1.210
H13 1.055 -1.953 0.465
C18 2.631 -0.898 -0.540
H14 3.252 -0.698 0.333
C19 3.148 -2.121 -1.245
O2 2.488 -3.042 -1.651
O3 4.478 -2.076 -1.388
H15 4.795 -2.855 -1.872
H16 2.736 -0.059 -1.232
H17 0.402 -1.013 2.479
H18 -0.276 0.868 3.845
C20 -0.855 3.196 4.547
H19 -1.696 2.507 4.570
H20 -0.015 2.752 5.076
H21 -1.146 4.099 5.078
C21 0.698 4.541 3.151
H22 0.973 4.873 2.154
H23 1.568 4.072 3.606
H24 0.429 5.415 3.740

two:
The following is a DFT calculation (ωB97M-V/def2-TZVPD) of 3 unconnected molecules or ions with the total composition C21H24ClNO3.

Structure (SMILES) ... CNCC1=C(C[C@@H](C)Cl)C(=O)OC1=O.c1ccccc1.c1ccccc1
HOMO ... -9.15 eV
Orbital gap ... 8.4 eV

Cartesian coordinates (Å):
C1 2.549 -2.919 1.207
N1 1.583 -3.525 0.275
C2 0.936 -2.568 -0.612
C3 0.184 -1.517 0.136
C4 0.158 -0.199 -0.059
C5 0.864 0.678 -1.042
C6 2.235 1.178 -0.578
C7 2.313 1.536 0.895
Cl1 3.504 -0.041 -0.967
C8 -0.776 0.391 0.944
O1 -1.084 1.530 1.094
O2 -1.282 -0.616 1.726
C9 -0.784 -1.826 1.240
O3 -1.107 -2.861 1.716
H1 2.703 -1.854 1.001
H2 3.526 -3.401 1.125
H3 2.203 -3.032 2.237
H4 2.067 -4.197 -0.303
H5 0.208 -3.119 -1.221
H6 1.628 -2.069 -1.305
H7 0.960 0.157 -1.996
H8 0.244 1.565 -1.203
H9 2.501 2.051 -1.174
H10 3.218 2.110 1.095
H11 2.331 0.640 1.520
H12 1.450 2.143 1.182
C10 -0.902 5.286 3.480
C11 -1.360 6.188 4.431
C12 -2.261 5.773 5.402
C13 -2.702 4.457 5.422
C14 -2.243 3.556 4.471
C15 -1.342 3.969 3.498
H13 -0.200 5.610 2.722
H14 -1.016 7.214 4.414
H15 -2.620 6.476 6.143
H16 -3.405 4.134 6.179
H17 -2.588 2.530 4.484
H18 -0.992 3.264 2.757
C16 -0.663 -2.361 -3.969
C17 0.292 -2.501 -4.966
C18 0.063 -3.365 -6.027
C19 -1.121 -4.088 -6.089
C20 -2.075 -3.948 -5.090
C21 -1.846 -3.084 -4.028
H19 -0.486 -1.685 -3.141
H20 1.215 -1.936 -4.917
H21 0.806 -3.476 -6.806
H22 -1.300 -4.762 -6.917
H23 -2.997 -4.512 -5.139
H24 -2.589 -2.975 -3.248

Which structure is the most stable? The one labeled one.